Entry 1:
ORCA calculation (ωB97M-V/def2-TZVPD) on 8 unconnected molecules or ions with the total composition C20H48ClO11 at a distorted geometry.

Cartesian coordinates (Å):
Cl1 0.0017 0.5607 0.5090
O1 -0.7629 1.3123 -0.4628
O2 0.9503 1.4437 1.1177
O3 -0.9871 0.1022 1.4469
O4 0.6443 -0.5292 -0.1570
C1 3.8638 -0.9294 1.6846
C2 5.3359 -1.3103 1.8375
C3 5.7730 -0.5772 3.0996
O5 4.7399 0.3234 3.4804
C4 3.4951 -0.2422 2.9894
H1 3.2205 -1.8007 1.5618
H2 3.7448 -0.2850 0.8155
H3 5.8653 -0.9429 0.9599
H4 5.4361 -2.3894 1.9454
H5 6.7413 -0.0764 3.0380
H6 5.8720 -1.2178 3.9880
H7 2.7499 0.5455 2.9023
H8 3.0131 -0.9545 3.6692
C5 1.8494 -4.5214 -0.0604
C6 1.4567 -5.9027 -0.6227
C7 0.2369 -5.6874 -1.5032
O6 -0.4121 -4.5704 -0.9037
C8 0.5848 -3.7197 -0.3771
H9 2.6977 -4.0980 -0.5985
H10 2.0734 -4.5546 1.0039
H11 1.2903 -6.5514 0.2389
H12 2.2943 -6.3640 -1.1543
H13 -0.3344 -6.6150 -1.4314
H14 0.4515 -5.4864 -2.5565
H15 0.2654 -3.1904 0.5208
H16 0.7659 -2.9504 -1.1342
C9 -3.8399 1.2297 -5.0232
C10 -3.7072 1.9946 -3.7153
C11 -2.1644 2.2497 -3.6234
O7 -1.6220 1.6399 -4.8134
C12 -2.6033 1.6750 -5.7901
H17 -4.8091 1.5092 -5.4476
H18 -3.8986 0.1595 -4.8207
H19 -4.0571 1.4679 -2.8305
H20 -4.2219 2.9502 -3.8280
H21 -1.7004 1.7920 -2.7542
H22 -1.9183 3.3127 -3.6819
H23 -2.4042 0.9717 -6.6018
H24 -2.7786 2.6571 -6.2551
C13 -4.3012 -1.0083 -1.0466
C14 -3.7813 -1.9081 0.1086
O8 -2.4462 -2.1855 -0.2719
H25 -4.3018 -1.5362 -2.0007
H26 -3.7002 -0.1037 -1.0935
H27 -5.3683 -0.7791 -0.9149
H28 -4.3152 -2.8288 0.3440
H29 -3.8434 -1.3133 1.0285
H30 -1.9237 -1.3978 -0.0958
C15 -0.3925 0.7759 5.2613
C16 0.8188 1.5453 4.8789
O9 0.6789 2.9321 5.1828
H31 -0.4624 -0.1686 4.7203
H32 -1.2799 1.2770 4.8607
H33 -0.4917 0.7023 6.3441
H34 1.0210 1.3660 3.8173
H35 1.7210 1.1226 5.3383
H36 1.5163 3.3914 5.0921
C17 1.9254 2.5964 -2.4153
C18 2.0215 1.2036 -3.0376
O10 0.7379 0.5864 -3.1260
H37 1.1024 3.1768 -2.8371
H38 2.8870 3.0786 -2.5969
H39 1.6360 2.4944 -1.3679
H40 2.8333 0.7063 -2.4944
H41 2.3629 1.2489 -4.0736
H42 0.4140 0.5529 -2.2131
C19 -1.4696 4.2298 1.6025
C20 -2.7065 3.3211 1.7254
O11 -2.6207 2.4867 2.8979
H43 -1.2271 4.9377 2.3948
H44 -1.6272 4.7754 0.6633
H45 -0.5120 3.7600 1.3625
H46 -2.7008 2.5817 0.9156
H47 -3.6724 3.8066 1.5919
H48 -1.7238 2.1428 2.7926

Results
Total charge ... -1
LUMO level ... 0.10053 hartree
DFT total energy ... -2078.36458 Eh

Entry 2:
ORCA calculation (ωB97M-V/def2-TZVPD) on 3 unconnected molecules or ions with the total composition C20H49BN2O5PS2.

Cartesian coordinates (Å):
C1 -3.4265 -2.4135 -2.8294
C2 -2.2209 -1.7553 -2.1325
C3 -2.5171 -0.3765 -1.5627
C4 -3.4702 -0.4267 -0.3545
C5 -2.6429 -0.3671 0.9448
C6 -2.5880 1.0581 1.4953
C7 -1.6955 1.3304 2.7476
C8 -1.2897 0.0521 3.5117
C9 -0.0823 -0.7442 3.0092
C10 -0.0942 -2.2017 3.5151
C11 -0.4198 -3.2084 2.4098
C12 0.5911 -3.2797 1.2524
C13 2.0403 -2.9996 1.6472
N1 -2.5805 2.0774 3.7569
C14 -3.0653 3.4131 3.3116
C15 -1.9163 4.2539 2.7862
O1 -1.0588 3.5651 1.9127
C16 -0.5379 2.3124 2.4177
P1 0.5722 1.7629 1.0290
O2 1.9630 1.6051 1.5177
B1 0.5373 2.6726 3.6076
N2 1.4519 3.7686 3.5141
O3 0.4641 1.9669 4.7853
H1 -3.2229 -2.6155 -3.8805
H2 -4.3223 -1.7899 -2.7647
H3 -3.6859 -3.3662 -2.3648
H4 -1.8608 -2.3977 -1.3222
H5 -1.3868 -1.6662 -2.8255
H6 -1.5649 0.0759 -1.2597
H7 -2.9227 0.2656 -2.3505
H8 -4.2033 0.3821 -0.4078
H9 -3.9915 -1.3859 -0.3550
H10 -3.0861 -1.0372 1.6822
H11 -1.6506 -0.7305 0.6864
H12 -3.6286 1.3314 1.7061
H13 -2.2766 1.7380 0.6950
H14 -1.0658 0.3313 4.5429
H15 -2.1599 -0.6091 3.5647
H16 -0.0397 -0.7757 1.9252
H17 0.8342 -0.2564 3.3475
H18 0.8605 -2.4359 3.9860
H19 -0.8472 -2.3119 4.3034
H20 -0.5071 -4.1953 2.8746
H21 -1.4155 -2.9836 2.0107
H22 0.3084 -2.5663 0.4709
H23 0.5286 -4.2612 0.7789
H24 2.7210 -3.3031 0.8524
H25 2.3163 -3.5303 2.5629
H26 2.2018 -1.9360 1.8446
H27 -2.0236 2.1883 4.6118
H28 -3.3653 1.4731 4.0064
H29 -3.8270 3.2685 2.5486
H30 -3.5428 3.9092 4.1566
H31 -2.3549 5.0710 2.2128
H32 -1.3613 4.7210 3.6129
H33 -0.0053 0.6367 0.4300
H34 0.3785 2.7978 0.1016
H35 1.6649 4.0841 2.5767
H36 1.2018 4.5683 4.0828
H37 1.3512 1.8366 5.1595
C17 3.4883 -2.0645 -2.3708
S1 2.0157 -1.1513 -2.8183
O4 0.9179 -1.6579 -1.9324
C18 1.7700 -1.9324 -4.4116
H38 3.7739 -1.7529 -1.3678
H39 3.2620 -3.1306 -2.3833
H40 4.2773 -1.8146 -3.0792
H41 1.6474 -3.0052 -4.2625
H42 2.6292 -1.7078 -5.0408
H43 0.8655 -1.5111 -4.8475
C19 4.9697 0.6332 -7.3410
S2 4.9673 1.0355 -5.5935
O5 4.3508 -0.1278 -4.8919
C20 3.7000 2.3026 -5.6757
H44 5.6725 -0.1843 -7.4859
H45 3.9689 0.3243 -7.6416
H46 5.2955 1.5030 -7.9107
H47 2.7893 1.8737 -6.0933
H48 4.0565 3.1301 -6.2886
H49 3.5196 2.6474 -4.6598

Results
Total charge ... +1
LUMO level ... -0.09682 hartree
DFT total energy ... -2439.53720 Eh

Entry 3:
ORCA calculation (ωB97M-V/def2-TZVPD) on a molecular structure, C20H49ClN2O7Si2 at a distorted geometry.

Cartesian coordinates (Å):
C1 4.9900 0.9896 3.0259
C2 5.4478 -0.1088 2.0098
N1 6.3771 0.1556 1.1602
C3 4.6961 -1.4973 2.0845
Si1 5.9731 -2.8457 2.6004
O1 5.2897 -4.4206 2.7261
Si2 3.8919 -4.4363 3.7232
Cl1 4.2608 -5.8701 5.2628
C4 2.4902 -5.1877 2.6485
C5 2.2693 -4.3777 1.3136
C6 1.3160 -3.1236 1.4239
C7 0.5217 -2.9786 2.7752
C8 -0.3129 -1.6331 2.6908
N2 0.5789 -0.4617 2.9877
H1 5.5289 0.9472 4.0019
H2 5.0283 2.0107 2.5696
H3 3.9016 0.7859 3.2297
H4 6.5140 -0.6690 0.5636
H5 3.8677 -1.3828 2.8369
H6 4.1823 -1.7500 1.1177
H7 6.7358 -2.4473 3.7915
H8 6.9399 -2.9092 1.4802
H9 3.5608 -3.1189 4.2631
H10 2.8971 -6.1960 2.3428
H11 1.5663 -5.4034 3.2357
H12 1.8896 -5.0885 0.5431
H13 3.2654 -4.0079 0.9392
H14 1.8238 -2.1460 1.1895
H15 0.5379 -3.2360 0.6162
H16 1.1395 -3.0558 3.7006
H17 -0.2352 -3.8121 2.7947
H18 -0.7444 -1.5166 1.6586
H19 -1.1774 -1.6280 3.3966
H20 1.1819 -0.3373 2.1700
H21 1.1866 -0.6928 3.7739
C9 -0.9076 1.3547 -0.3498
O2 -1.1932 2.6691 0.0856
C10 -1.1586 2.8542 1.4897
C11 -0.1038 3.8585 1.9606
O3 1.2626 3.6102 1.6534
C12 1.6667 3.5383 0.2920
C13 1.4587 4.7654 -0.5988
O4 0.1045 5.1584 -0.7418
C14 -0.1934 6.4673 -0.2962
H22 -1.8391 0.8457 -0.6133
H23 -0.2905 1.4154 -1.2507
H24 -0.3647 0.7695 0.3986
H25 -1.0252 1.9032 2.0185
H26 -2.1376 3.2434 1.7874
H27 -0.1531 3.8670 3.0543
H28 -0.3680 4.8730 1.6666
H29 1.2446 2.6467 -0.1683
H30 2.7443 3.3553 0.3222
H31 1.8171 4.5021 -1.6000
H32 2.0797 5.5941 -0.2408
H33 0.5524 6.8568 0.4004
H34 -1.1591 6.4462 0.2123
H35 -0.2798 7.1357 -1.1577
C15 -4.6353 2.0101 -2.5950
O5 -5.0646 0.6645 -2.7036
C16 -6.3233 0.4809 -3.3230
C17 -6.2794 -0.3487 -4.6087
O6 -5.4795 0.1093 -5.6904
C18 -4.0756 0.2459 -5.5072
C19 -3.2614 -0.9970 -5.1398
O7 -3.6346 -1.5960 -3.9102
C20 -4.0771 -2.9361 -4.0026
H36 -4.7943 2.3638 -1.5729
H37 -3.5625 2.0477 -2.8015
H38 -5.1427 2.6750 -3.2993
H39 -6.8173 1.4397 -3.5188
H40 -6.9563 -0.0581 -2.6109
H41 -7.3022 -0.3665 -4.9992
H42 -6.0491 -1.3911 -4.3960
H43 -3.8746 1.0617 -4.8157
H44 -3.6937 0.5941 -6.4705
H45 -2.2186 -0.6791 -5.0309
H46 -3.2947 -1.7198 -5.9626
H47 -4.4004 -3.2061 -5.0104
H48 -4.9229 -3.0667 -3.3249
H49 -3.2773 -3.6082 -3.6781

Results
Total charge ... 0
LUMO level ... 0.01884 hartree
DFT total energy ... -2466.74141 Eh